# 1
2 unconnected molecules or ions with the total composition C19H39BClFN2O10PS at a distorted geometry. Source: the OMol25 dataset; level of theory: ωB97M-V/def2-TZVPD.

## Properties
Energy above the lowest of the compared OMol25 structures with the same formula, charge and spin: 0.0 kJ/mol
Charge: -1
Orbital gap: 7.11 eV
Highest occupied orbital energy: -4.92 eV
E_tot: -79833.52678 eV
LUMO energy: 2.188 eV

Structure (XYZ):
```
75
Properties=species:S:1:pos:R:3:mulliken_charge:R:1
C -2.28643 -6.08393 -3.68733 0.579
H 0.55546 -5.90148 -4.46501 0.385
C 1.47918 1.45466 3.38605 -0.362
H -2.19375 -3.81903 -2.17781 0.196
C 1.79937 -1.03830 0.82437 1.260
H 2.77543 -2.83484 1.28081 0.518
H -3.76489 5.57881 1.43987 0.315
H 3.16691 -4.82116 -1.66878 0.418
H 0.08543 -3.46521 -2.72821 -0.290
H 0.56232 2.74273 6.48382 0.389
H 2.51310 -4.98698 -0.05199 0.388
H -0.48195 7.59780 0.70031 0.392
C 1.02942 -5.01177 -1.59731 -0.293
H -0.21753 -0.33648 -3.16529 0.207
P 0.20768 0.54527 -1.20581 0.410
O -3.32339 6.25696 -0.47865 -0.380
O -1.18903 5.87850 1.51413 -0.412
C -0.08953 -5.23399 -3.89168 -1.184
H 0.13084 3.19846 4.85041 0.226
H 3.14033 -0.46976 -0.80559 0.309
O -0.87381 -2.64030 -0.64272 -0.409
H -1.45067 3.92770 2.03584 0.323
H 0.01569 -0.46073 3.44305 -0.307
C 2.34773 -4.50585 -1.01717 -1.362
N 3.16066 1.06309 0.65943 -0.410
O -0.43604 1.89682 -0.67885 -0.116
H 1.82652 0.47924 -2.58447 0.368
B 0.80378 0.13010 2.72897 1.451
H 2.40705 2.08936 5.20398 0.386
C -1.11387 6.75219 0.40713 -0.474
S -0.99641 -1.65590 0.38749 0.921
H 0.93291 2.32404 3.01204 -0.101
H 1.77050 -2.47080 -1.56470 0.098
H -3.29071 -2.81213 -3.25662 0.325
C -2.47319 7.28119 0.00569 -0.466
H 3.88671 -0.86559 0.73253 0.614
C -1.14913 4.50070 1.16214 -0.736
Cl 1.63644 -0.01454 5.77087 -0.272
H -0.56935 1.72830 5.56840 0.281
H -3.57747 -4.70322 -4.78201 0.316
H 1.05809 -6.09864 -1.68447 0.600
O 1.63210 1.00006 -1.79874 -0.584
O 0.06632 0.46693 1.41759 -0.967
H -5.05936 6.50207 0.63055 0.321
C -4.24765 5.78020 0.48151 -0.730
H 2.34309 1.61172 0.45502 -0.032
O 1.82392 -0.85840 2.21489 -0.825
H -0.59951 -4.59150 -4.60942 0.541
C 0.32360 2.34393 5.49805 -1.231
H 1.60285 -4.00712 -3.41222 0.518
C -2.94334 -4.77553 -3.90972 -0.399
N -0.66756 -0.18119 -2.27351 -0.673
C 1.98182 -2.54971 0.59187 -1.612
H 3.98054 1.49052 0.26141 0.313
C 0.40065 -0.37029 0.41257 0.065
O -1.24568 -2.08224 1.72117 -0.631
H 1.10332 -3.10654 0.89881 0.407
C 3.05009 -0.33694 0.27718 -1.749
H -0.65711 2.39469 -1.48115 0.332
C 2.39106 -2.97617 -0.82403 0.299
H -2.93592 7.79769 0.85311 0.309
H -0.63956 6.25569 -0.44606 0.265
H -1.83011 4.27323 0.33967 0.381
O -2.84300 -7.12464 -3.85214 -0.589
H 3.41888 -2.65721 -1.00609 0.367
H -2.34656 8.00733 -0.80432 0.375
H 0.24245 -4.78223 -0.88888 0.121
H 2.51062 1.50715 3.04653 0.144
C 1.49572 1.56929 4.91679 0.274
F -2.19431 -0.72032 0.02093 -0.232
C -2.80319 -3.75790 -3.06972 -0.309
H -4.66814 4.85275 0.09752 0.258
H -0.13452 4.20160 0.88558 0.259
O -1.04806 -6.01906 -3.17131 -0.301
C 0.68217 -4.35315 -2.93629 0.215
```

=====

# 2
3 unconnected molecules or ions with the total composition C27H47BrN4O4 at a distorted geometry. Source: the OMol25 dataset; level of theory: ωB97M-V/def2-TZVPD.

## Properties
Charge: 0
Orbital gap (alpha / beta): 7.79 / 8.43 eV
Highest occupied orbital energy (alpha / beta): -8.69 / -9.33 eV
E_tot: -112945.48080 eV
LUMO energy (alpha / beta): -0.903 / -0.903 eV
Spin multiplicity: 3

Structure (XYZ):
```
83
Properties=species:S:1:pos:R:3:mulliken_charge:R:1
C -0.68628 -0.91408 -4.36514 -2.062
H 2.57013 1.56280 -1.82626 0.269
H 3.69572 -0.83711 -0.28416 0.380
H 3.88242 3.82899 0.31098 0.376
H -0.63428 -5.29602 -1.92784 0.473
C 6.70669 2.39124 -0.70787 -1.779
C -0.89907 -0.03866 -2.11013 -1.512
C 2.29290 2.09468 0.87544 -2.124
H 2.24761 2.67702 -0.04642 0.466
H -1.96168 -1.39326 4.93990 0.448
C -1.39962 -1.19242 -3.01328 2.070
H 2.03905 -0.27714 -0.28699 0.342
C -2.64795 2.03136 5.53480 -0.954
H -3.36538 -4.30402 -4.30697 0.393
C -3.07486 -3.52340 -3.59536 -1.327
H -3.12629 -0.07759 -3.74220 0.423
H 3.18645 0.06255 -2.47455 0.486
C -3.44139 -2.16083 -4.16258 -0.623
H 0.05667 -3.20699 -4.57368 0.388
H 0.17876 -0.12365 -1.92673 0.308
H -3.06544 -2.06524 -5.18565 0.289
C -0.77585 0.25628 4.05074 0.300
H 3.33195 0.88338 3.05998 0.465
N -4.98778 -0.80544 5.84334 -0.499
H -1.85516 -5.88726 -3.05681 0.409
N 4.78190 1.54918 0.81429 0.291
H -2.17329 0.60590 7.18264 0.625
C 4.71579 1.36523 -1.71369 -1.679
C 4.65259 3.64565 -0.43538 -1.618
H 7.24075 1.45396 -0.89636 0.354
H 4.26152 3.96277 -1.40290 0.296
H -1.07432 0.93114 -2.58545 0.469
H 5.39755 0.51245 -1.83998 0.415
H 4.82307 1.96358 -2.62512 0.400
H 0.40632 -0.98750 -4.26226 0.254
C -3.39937 -0.17039 1.75909 -0.157
O -1.52231 -2.58049 -1.15033 -0.522
H -3.20193 -0.24756 2.88622 -0.252
H -3.10656 2.65635 6.40172 0.405
Br -0.12215 -1.04429 6.69205 -0.082
H 2.43419 2.79098 1.71508 0.396
H -4.43335 3.01156 4.56443 0.302
H 6.86203 3.02159 -1.58898 0.407
O -3.74677 2.51303 1.80258 -0.355
H -1.63456 2.53165 5.30748 0.410
C 3.38578 0.99069 0.86885 2.073
H -1.13911 -4.32072 -5.22846 0.287
H -2.35916 -5.09185 -1.57565 0.352
H 7.18877 2.89035 0.14040 0.468
C 5.18015 2.18538 -0.47774 1.766
C -2.89195 2.83928 2.95085 -0.357
C -3.98466 -0.21314 6.19951 -0.014
H -3.71977 -3.67099 -2.71767 0.395
C -1.60934 -5.06849 -2.37348 -1.794
H -4.47229 -0.57544 1.57296 0.349
C -2.91208 -1.04317 -3.27059 -1.069
C -1.46924 -0.41420 5.32410 -0.297
H 0.07797 -4.83211 -4.05610 0.438
C -2.53952 0.52321 6.08323 0.025
C -3.62225 2.23533 4.26735 -0.332
H -2.91643 3.99363 3.06628 0.307
N 0.03279 0.76149 3.29357 -0.408
H 5.44206 4.34588 -0.14712 0.441
H -1.40946 -0.00496 -1.14361 -0.067
C 3.07816 0.06894 -0.32792 -1.324
O -2.85943 1.42389 -0.02769 -0.515
C 3.31396 0.77850 -1.65657 -0.268
H 2.08594 -0.08170 2.26725 0.284
C -0.61299 -4.02608 -4.31965 -1.588
H -3.46492 -1.04065 -2.32278 0.244
H -4.19207 1.30139 3.93249 0.285
H -4.53030 -2.07864 -4.23461 0.420
N -1.04990 -2.53580 -2.43247 0.290
C 3.12918 0.23777 2.19780 -1.695
H 1.29756 1.65397 0.98555 0.309
H -0.99772 -1.57716 -5.17408 0.470
H -1.80647 2.49769 2.82071 0.108
O 5.65761 0.52870 1.05952 -0.547
H 3.73698 -0.66759 2.29716 0.376
C -3.31609 1.31116 1.15735 0.601
C -1.59708 -3.72249 -3.15698 1.712
H -2.65307 -0.86848 1.23093 0.057
H -0.91001 0.09642 -4.72040 0.453
```